(1)
{
  "formula": "C21H69N7O11",
  "method": "wB97M-V/def2-TZVPD",
  "symbols": ["C", "O", "C", "C", "C", "N", "H", "H", "H", "H", "H", "H", "H", "H", "H", "H", "H", "C", "O", "C", "C", "C", "N", "H", "H", "H", "H", "H", "H", "H", "H", "H", "H", "H", "C", "O", "C", "C", "C", "N", "H", "H", "H", "H", "H", "H", "H", "H", "H", "H", "H", "C", "O", "C", "C", "C", "N", "H", "H", "H", "H", "H", "H", "H", "H", "H", "H", "H", "C", "O", "C", "C", "C", "N", "H", "H", "H", "H", "H", "H", "H", "H", "H", "H", "H", "N", "C", "N", "O", "H", "H", "H", "H", "O", "H", "H", "O", "H", "H", "O", "H", "H", "O", "H", "H", "O", "H", "H"],
  "coordinates": [[-5.331, -5.552, 0.826], [-6.367, -4.516, 0.864], [-6.641, -3.940, -0.451], [-7.982, -3.111, -0.362], [-9.248, -3.936, -0.177], [-8.247, -2.266, -1.592], [-4.355, -5.067, 0.850], [-5.291, -6.204, -0.046], [-5.428, -6.237, 1.668], [-5.922, -3.137, -0.613], [-6.671, -4.636, -1.290], [-7.856, -2.444, 0.490], [-9.189, -4.593, 0.690], [-9.423, -4.566, -1.049], [-10.102, -3.288, 0.023], [-9.017, -1.665, -1.333], [-8.592, -2.901, -2.298], [-2.217, 5.312, -2.538], [-0.863, 5.442, -2.841], [-0.037, 4.377, -2.379], [1.433, 4.458, -2.913], [2.278, 3.263, -2.403], [2.131, 5.706, -2.567], [-2.417, 5.491, -1.482], [-2.790, 4.422, -2.800], [-2.653, 6.232, -2.927], [0.016, 4.474, -1.294], [-0.590, 3.449, -2.524], [1.402, 4.420, -4.002], [2.252, 3.181, -1.317], [3.344, 3.266, -2.635], [1.951, 2.265, -2.694], [2.073, 5.790, -1.562], [1.541, 6.439, -2.935], [7.237, 1.068, 0.407], [8.670, 1.171, 0.681], [9.320, 2.422, 0.263], [9.390, 2.754, -1.230], [9.961, 1.753, -2.225], [9.947, 4.125, -1.422], [6.818, 0.198, 0.911], [7.182, 0.882, -0.665], [6.699, 1.987, 0.641], [8.925, 3.264, 0.831], [10.336, 2.324, 0.645], [8.331, 2.695, -1.481], [9.981, 2.131, -3.247], [9.495, 0.769, -2.270], [10.983, 1.496, -1.947], [10.266, 4.252, -2.372], [10.772, 4.175, -0.842], [-2.246, -0.912, -4.300], [-3.266, -0.766, -5.351], [-2.834, -1.187, -6.653], [-1.576, -0.337, -6.984], [-1.840, 1.197, -6.922], [-1.255, -0.583, -8.348], [-2.718, -0.870, -3.319], [-1.465, -0.152, -4.275], [-1.734, -1.869, -4.402], [-2.584, -2.245, -6.564], [-3.709, -0.984, -7.270], [-0.768, -0.530, -6.279], [-0.913, 1.765, -6.843], [-2.375, 1.514, -6.027], [-2.462, 1.528, -7.753], [-0.452, -0.002, -8.543], [-1.983, -0.079, -8.834], [1.222, -0.977, 6.125], [1.761, -0.139, 7.192], [1.397, 1.283, 7.063], [-0.099, 1.593, 7.157], [-0.939, 1.599, 5.856], [-0.398, 2.855, 7.847], [1.597, -2.000, 6.162], [1.656, -0.699, 5.164], [0.133, -0.996, 6.154], [2.018, 1.805, 7.791], [1.810, 1.695, 6.142], [-0.447, 0.828, 7.852], [-1.252, 0.555, 5.814], [-0.333, 1.800, 4.973], [-1.846, 2.198, 5.768], [-1.344, 2.818, 8.200], [-0.343, 3.663, 7.243], [1.223, -1.876, 0.670], [0.162, -1.217, 0.976], [-0.596, -1.915, 1.829], [-0.136, -0.122, 0.501], [1.444, -2.754, 1.117], [2.033, -1.386, 0.317], [-1.508, -1.557, 2.078], [-0.405, -2.905, 1.875], [-2.356, -4.470, 5.174], [-1.509, -4.506, 4.730], [-2.655, -5.379, 5.197], [-3.676, 1.542, 0.931], [-2.819, 1.161, 0.744], [-4.099, 0.910, 1.512], [-4.952, -1.600, 3.204], [-4.940, -2.473, 2.810], [-4.851, -1.759, 4.142], [5.825, -4.517, 3.152], [6.715, -4.263, 3.395], [5.731, -4.228, 2.245], [1.618, -5.486, 2.766], [2.209, -5.675, 3.495], [1.625, -6.284, 2.238]],
  "lowdin_charge": [-0.09, -0.20, -0.16, -0.40, -0.09, 0.03, 0.07, 0.08, 0.08, 0.11, 0.12, 0.13, 0.07, 0.08, 0.07, 0.06, 0.05, -0.14, -0.19, -0.19, -0.41, -0.07, 0.04, 0.08, 0.09, 0.09, 0.12, 0.12, 0.13, 0.07, 0.07, 0.07, 0.07, 0.06, -0.08, -0.20, -0.18, -0.44, -0.07, 0.04, 0.08, 0.07, 0.09, 0.12, 0.12, 0.11, 0.07, 0.07, 0.07, 0.06, 0.06, -0.08, -0.22, -0.17, -0.45, -0.06, 0.02, 0.09, 0.07, 0.08, 0.12, 0.13, 0.12, 0.08, 0.07, 0.08, 0.07, 0.06, -0.09, -0.20, -0.17, -0.42, -0.06, 0.01, 0.08, 0.08, 0.07, 0.12, 0.11, 0.13, 0.05, 0.07, 0.07, 0.07, 0.07, 0.16, -0.76, 0.16, 0.02, 0.10, 0.12, 0.11, 0.10, -0.05, 0.02, 0.03, -0.05, 0.01, 0.02, -0.05, 0.02, 0.03, -0.06, 0.03, 0.03, -0.06, 0.03, 0.03],
  "total_charge": 0,
  "smiles": "COC[C@H](C)N.COC[C@H](C)N.COC[C@H](C)N.COC[C@H](C)N.COC[C@H](C)N.NC(N)=O.O.O.O.O.O",
  "lumo_ev": -0.3,
  "total_energy_ev": -55844.2064,
  "gap_ev": 8.67,
  "e_above_lowest_kcal_mol": 18.7
}

=====

(2)
{
  "formula": "C36H39BF3N13O2PRb",
  "method": "wB97M-V/def2-TZVPD",
  "symbols": ["Rb", "C", "N", "C", "C", "N", "C", "P", "C", "N", "C", "C", "N", "C", "C", "N", "C", "C", "N", "C", "H", "H", "H", "H", "H", "H", "H", "H", "H", "H", "H", "H", "H", "H", "H", "N", "C", "C", "C", "O", "O", "H", "H", "H", "H", "H", "H", "C", "C", "N", "C", "C", "N", "C", "N", "N", "N", "C", "C", "C", "C", "C", "C", "H", "H", "H", "H", "H", "H", "H", "H", "H", "H", "H", "F", "C", "F", "F", "C", "C", "C", "C", "C", "C", "C", "C", "H", "H", "H", "H", "B", "C", "N", "H", "H", "H"],
  "coordinates": [[-1.506, 0.739, 0.279], [-4.179, -1.550, 4.302], [-4.505, -1.041, 3.003], [-5.052, 0.187, 2.768], [-5.069, 0.346, 1.412], [-4.536, -0.747, 0.821], [-4.165, -1.553, 1.782], [-3.284, -3.134, 1.597], [-1.824, -2.569, 2.545], [-1.529, -1.300, 2.695], [-0.492, -1.239, 3.556], [-0.158, -2.500, 3.957], [-1.019, -3.348, 3.321], [-1.026, -4.773, 3.465], [-2.669, -2.929, -0.095], [-3.313, -2.265, -1.032], [-2.563, -2.385, -2.148], [-1.471, -3.174, -1.896], [-1.561, -3.541, -0.594], [-0.599, -4.335, 0.111], [-4.991, -1.337, 5.001], [-3.263, -1.075, 4.667], [-4.023, -2.630, 4.249], [-5.344, 0.832, 3.572], [-5.414, 1.175, 0.825], [-0.066, -0.295, 3.825], [0.610, -2.870, 4.607], [-1.246, -5.057, 4.499], [-0.053, -5.182, 3.184], [-1.796, -5.193, 2.820], [-2.851, -1.897, -3.057], [-0.628, -3.467, -2.491], [0.056, -4.819, -0.614], [-1.111, -5.082, 0.721], [0.046, -3.679, 0.712], [0.957, 0.841, -1.963], [1.536, -0.359, -2.544], [2.432, -1.065, -1.518], [1.721, -2.291, -0.854], [1.634, -3.310, -1.558], [1.335, -2.162, 0.323], [0.187, 1.194, -2.528], [1.666, 1.566, -1.899], [2.130, -0.135, -3.459], [0.719, -1.026, -2.837], [2.713, -0.349, -0.746], [3.335, -1.443, -2.004], [1.300, 3.551, 1.723], [1.863, 2.224, 2.054], [1.344, 1.090, 1.691], [2.131, 0.102, 2.196], [3.162, 0.653, 2.889], [2.995, 2.022, 2.804], [3.909, 2.994, 3.310], [5.238, 2.808, 2.778], [6.309, 2.851, 3.595], [7.382, 2.655, 2.931], [7.060, 2.459, 1.624], [7.851, 2.197, 0.504], [7.201, 2.049, -0.700], [5.809, 2.144, -0.807], [5.004, 2.398, 0.283], [5.650, 2.558, 1.503], [0.544, 3.411, 0.953], [2.064, 4.240, 1.361], [0.798, 3.990, 2.585], [1.916, -0.920, 1.962], [3.991, 0.227, 3.418], [4.011, 2.915, 4.401], [3.533, 3.996, 3.064], [8.922, 2.105, 0.600], [7.776, 1.845, -1.593], [5.350, 2.005, -1.775], [3.932, 2.458, 0.185], [-2.878, -0.309, -9.678], [-3.078, -1.172, -8.632], [-2.244, -2.202, -8.889], [-4.322, -1.662, -8.839], [-2.890, -0.545, -7.305], [-3.976, 0.043, -6.651], [-3.803, 0.646, -5.430], [-2.536, 0.683, -4.808], [-1.455, 0.084, -5.489], [-1.623, -0.511, -6.714], [-2.354, 1.274, -3.549], [-2.180, 1.757, -2.431], [-4.954, 0.012, -7.116], [-4.643, 1.097, -4.920], [-0.482, 0.093, -5.019], [-0.784, -0.965, -7.225], [-2.102, 5.651, 3.185], [-2.100, 4.130, 2.832], [-2.108, 3.008, 2.553], [-1.485, 5.829, 4.224], [-1.561, 6.242, 2.271], [-3.257, 6.017, 3.312]],
  "lowdin_charge": [0.50, -0.05, -0.13, -0.07, -0.14, 0.06, -0.50, 1.14, -0.50, 0.05, -0.14, -0.06, -0.13, -0.06, -0.50, 0.06, -0.14, -0.06, -0.10, -0.05, 0.09, 0.09, 0.07, 0.11, 0.10, 0.10, 0.11, 0.09, 0.10, 0.05, 0.09, 0.11, 0.09, 0.07, 0.07, -0.01, -0.29, -0.11, -0.71, -0.06, -0.07, 0.00, 0.06, 0.10, 0.10, 0.08, 0.10, 0.00, -0.37, 0.11, -0.14, -0.06, -0.04, -0.08, -0.06, 0.04, 0.05, -0.24, -0.03, -0.10, -0.07, 0.01, -0.15, 0.08, 0.07, 0.08, 0.07, 0.11, 0.14, 0.14, 0.10, 0.10, 0.11, 0.11, 0.09, -0.57, 0.11, 0.11, -0.16, -0.03, -0.03, -0.28, -0.03, -0.03, -0.28, -0.17, 0.11, 0.11, 0.10, 0.11, -0.51, -0.34, 0.04, -0.02, -0.02, -0.02],
  "total_charge": -2,
  "lumo_ev": 3.5,
  "total_energy_ev": -80205.0909,
  "gap_ev": 6.59,
  "e_above_lowest_kcal_mol": 14.6
}

=====

(3)
{
  "formula": "C20H28AlBBrClMgN3O24PS",
  "method": "wB97M-V/def2-TZVPD",
  "symbols": ["C", "C", "C", "N", "N", "P", "O", "H", "H", "H", "H", "H", "H", "H", "H", "Al", "N", "C", "C", "C", "C", "C", "H", "H", "H", "H", "H", "C", "C", "O", "C", "C", "H", "H", "H", "H", "H", "H", "H", "H", "H", "H", "O", "Cl", "O", "O", "O", "C", "C", "O", "S", "O", "O", "O", "H", "H", "H", "H", "B", "O", "C", "O", "C", "O", "O", "O", "C", "O", "C", "O", "O", "Mg", "C", "O", "O", "O", "H", "Br", "C", "O", "O", "O"],
  "coordinates": [[0.944, -4.266, 0.577], [-0.074, -3.052, 0.661], [0.382, -1.579, 0.367], [-1.311, -3.377, 0.967], [-1.969, -2.271, 1.494], [-3.593, -2.288, 0.865], [-4.074, -3.819, 0.812], [1.902, -3.932, 0.106], [1.064, -4.699, 1.601], [0.416, -5.035, -0.059], [-0.258, -1.105, -0.457], [1.443, -1.534, 0.004], [0.333, -0.937, 1.294], [-3.515, -1.712, -0.438], [-4.484, -1.562, 1.707], [-0.883, 0.454, -1.022], [1.792, -0.508, -2.971], [3.015, 0.033, -3.072], [4.133, -0.663, -3.495], [3.985, -2.001, -3.831], [2.733, -2.585, -3.733], [1.674, -1.801, -3.303], [3.081, 1.081, -2.797], [5.096, -0.173, -3.561], [4.838, -2.581, -4.165], [2.578, -3.626, -3.986], [0.679, -2.211, -3.214], [1.558, 1.354, -6.104], [1.083, 2.723, -5.653], [2.096, 3.720, -5.713], [2.635, 3.985, -6.990], [1.613, 4.494, -7.989], [2.454, 1.058, -5.555], [0.779, 0.607, -5.937], [1.806, 1.345, -7.168], [0.774, 2.664, -4.608], [0.201, 3.041, -6.219], [3.157, 3.103, -7.376], [3.399, 4.758, -6.846], [0.874, 3.729, -8.229], [2.104, 4.789, -8.919], [1.075, 5.355, -7.584], [-1.882, -4.039, -3.941], [-3.206, -3.542, -4.248], [-3.534, -2.452, -3.347], [-4.168, -4.606, -4.072], [-3.245, -3.070, -5.612], [-2.454, -3.384, 4.667], [-1.090, -3.673, 4.067], [-0.158, -3.079, 4.974], [-0.752, -3.159, 6.479], [-0.180, -4.298, 7.132], [-0.723, -1.850, 7.041], [-2.280, -3.519, 6.081], [-2.768, -2.358, 4.458], [-3.216, -4.075, 4.310], [-0.977, -3.252, 3.069], [-0.893, -4.749, 4.034], [0.082, 2.564, 6.569], [0.624, 1.959, 7.804], [-0.379, 1.318, 8.400], [-0.279, 0.709, 9.434], [-1.609, 1.471, 7.598], [-2.691, 1.010, 7.860], [-1.348, 2.201, 6.520], [0.253, 4.031, 6.566], [0.984, 4.343, 5.492], [1.309, 5.462, 5.191], [1.323, 3.103, 4.755], [1.967, 3.016, 3.747], [0.793, 2.058, 5.387], [3.714, 6.220, -5.886], [-0.387, 4.278, 0.210], [-0.008, 3.711, 1.271], [0.578, 5.114, -0.306], [-1.464, 4.183, -0.418], [1.213, 4.928, 0.414], [-5.126, -3.302, -0.833], [-3.363, 1.483, 3.921], [-2.726, 2.527, 3.964], [-4.589, 1.399, 3.684], [-2.882, 0.342, 4.100]],
  "lowdin_charge": [-0.04, -0.34, -0.13, -0.10, -0.27, 0.59, -0.63, 0.06, 0.07, 0.08, -0.21, 0.09, 0.10, -0.06, 0.03, 1.05, 0.04, -0.16, -0.07, -0.08, -0.06, -0.14, 0.11, 0.10, 0.10, 0.11, 0.11, -0.07, -0.25, -0.25, -0.42, -0.09, 0.06, 0.08, 0.07, 0.12, 0.11, 0.12, -0.18, 0.07, 0.08, 0.07, -0.39, 0.61, -0.47, -0.40, -0.37, -0.17, -0.19, -0.19, 0.64, -0.24, -0.20, -0.19, 0.11, 0.13, 0.07, 0.13, -0.90, 0.23, -0.41, 0.14, -0.41, 0.14, 0.22, 0.23, -0.39, 0.14, -0.40, 0.15, 0.23, 0.47, -0.87, -0.07, 0.01, -0.09, 0.09, 0.78, -0.90, 0.30, 0.26, 0.28],
  "total_charge": -2,
  "lumo_ev": -1.0,
  "total_energy_ev": -190198.6541,
  "gap_ev": 2.76
}